Record 1
Molecular formula: C11H16N6O3
Method: DFT, the ωB97M-V functional and the def2-TZVPD basis

Geometry as ORCA input:
```
! RIJCOSX wB97M-V def2-TZVPD def2/J DEFGRID3
* xyz 0 1
N -1.821 -2.424 0.167
O -0.441 0.415 -2.647
H -0.547 0.983 -4.646
N 0.397 -0.310 -0.224
C -0.497 0.079 -4.025
H 0.844 2.063 -2.610
C 0.788 1.009 -2.278
H 1.045 -1.419 1.494
N -1.340 0.947 1.472
H 2.241 0.678 1.829
O -2.224 -3.546 0.540
H 1.919 -1.774 -0.030
H 0.259 1.791 -0.375
C -1.351 0.736 2.847
N -0.697 2.155 1.274
C 2.343 1.147 -0.271
N -0.756 1.791 3.444
C 0.903 0.985 -0.765
H 2.491 2.197 0.014
H 3.512 -0.259 0.968
H -1.915 -0.550 4.450
C 1.478 -0.959 0.592
H 1.658 0.497 -2.745
H 0.039 -0.970 -0.974
H -1.756 0.197 -0.464
H 3.039 0.906 -1.092
C -1.806 -0.498 3.370
O -1.417 -2.206 -1.018
C -2.040 -1.510 2.457
H -2.424 -2.474 2.786
H 0.374 -0.515 -4.330
C -1.767 -1.331 1.077
C -1.280 -0.087 0.496
N -0.339 2.609 2.447
C 2.494 0.158 0.886
H -1.405 -0.509 -4.116
*
```

Calculated values
- LUMO level (eV) = -0.39
- energy above the lowest of the compared OMol25 structures with the same formula, charge and spin (kcal per mole) = 172.03
- HOMO level (eV) = -7.92
- frontier orbital gap (eV) = 7.52

---

Record 2
Molecular formula: C5H8N2
Method: DFT, the ωB97M-V functional and the def2-TZVPD basis

Geometry as ORCA input:
```
! RIJCOSX wB97M-V def2-TZVPD def2/J DEFGRID3
* xyz 0 1
H -3.295 0.245 -0.719
H -0.492 -1.864 0.546
N -0.160 1.355 1.426
H 2.221 0.618 -0.126
H 3.739 -0.059 -0.789
H -1.671 2.339 0.292
C 2.723 -0.294 -0.460
C -1.150 1.420 0.550
H 2.160 -0.734 -1.286
H 2.763 -1.006 0.368
C -0.137 0.037 1.666
H -2.465 -1.158 -1.195
C -0.452 -0.785 0.585
C -1.378 0.098 -0.011
N -2.406 -0.212 -0.850
*
```

Calculated values
- LUMO level (alpha / beta) (eV) = -0.47 / -0.73
- energy above the lowest of the compared OMol25 structures with the same formula, charge and spin (kcal per mole) = 97.58
- HOMO level (alpha / beta) (eV) = -8.19 / -8.46
- frontier orbital gap (alpha / beta) (eV) = 7.73 / 7.74

---

Record 3
Molecular formula: C10H34B4Be2Cl22
Method: DFT, the ωB97M-V functional and the def2-TZVPD basis

Geometry as ORCA input:
```
! RIJCOSX wB97M-V def2-TZVPD def2/J DEFGRID3
* xyz 0 1
H -2.714 2.050 2.677
H 5.181 -2.822 -0.648
H -0.167 1.339 -0.502
Cl 0.703 4.712 -4.131
H -3.514 -2.611 -2.022
Cl -7.435 3.278 -0.801
H -3.958 0.741 -3.464
H 0.616 2.647 -2.938
H -2.560 -1.341 5.369
Be -1.186 0.836 1.508
Cl 4.218 0.662 1.640
C 0.321 3.675 -2.732
H -6.108 2.008 0.447
Cl 4.675 -1.558 3.444
Cl 0.804 -6.288 -1.057
H -1.748 -2.833 -1.855
Cl -4.651 2.801 -1.273
Cl 4.990 1.139 4.399
H 2.934 -2.719 -3.183
Cl 4.717 0.542 -4.548
H 0.619 -6.386 1.294
C 1.891 -2.777 -3.494
C -5.872 2.968 -0.012
H 0.978 0.403 -1.483
Cl 1.236 4.124 -1.254
Cl 1.052 4.643 4.556
C 5.168 0.358 -2.871
C -2.825 -0.528 4.692
B 0.592 0.573 -0.490
H 1.370 0.843 0.208
H -0.072 5.328 2.552
B -3.211 2.298 1.752
Cl 0.413 2.930 2.253
Cl -1.423 3.784 -2.398
B 4.223 -2.446 -0.323
Be 2.165 -1.313 0.350
H 4.396 -2.035 0.660
Cl 1.454 -1.393 -4.478
H -4.118 2.840 1.970
H 6.224 0.074 2.706
C -2.677 -2.625 -1.324
Cl 1.105 -4.148 1.058
Cl -2.949 -4.095 -0.362
H 6.020 1.020 -2.715
H -2.993 1.325 -4.824
C -3.632 0.512 -4.478
H -3.385 1.374 1.221
H 3.527 -3.264 -0.227
H 1.628 -3.684 -4.038
C 5.178 0.102 3.012
B 0.578 -0.928 2.365
H -5.702 3.866 0.581
H -3.677 0.077 5.002
Cl -5.092 0.285 -5.536
H 3.866 -1.683 -0.997
C 0.005 4.425 3.158
H -1.037 4.311 3.455
H -2.543 2.860 1.119
Cl -1.520 0.690 4.831
H 0.124 -0.870 3.342
H -0.743 -5.473 0.601
C 0.334 -5.635 0.558
Cl -2.547 -1.083 -0.429
H 1.023 0.008 2.062
H 0.058 -0.279 -0.096
Cl 3.832 0.864 -1.736
H 5.484 -0.681 -2.775
H -0.143 -1.237 1.624
Cl -3.055 -1.281 3.078
Cl -2.668 -0.998 -4.389
Cl 0.873 -2.620 -2.061
H 1.348 -1.683 2.398
*
```

Calculated values
- LUMO level (eV) = -1.99
- HOMO level (eV) = -10.48
- frontier orbital gap (eV) = 8.48

---

Record 4
Molecular formula: C22H25FN2O4
Method: DFT, the ωB97M-V functional and the def2-TZVPD basis

Geometry as ORCA input:
```
! RIJCOSX wB97M-V def2-TZVPD def2/J DEFGRID3
* xyz 0 1
C 5.313 1.710 -0.405
H 6.380 1.564 -0.345
H -0.668 2.693 0.482
O -5.684 1.339 -0.045
C -1.061 0.051 1.071
C -1.445 -3.158 -0.865
H -2.365 4.322 -0.266
C -2.072 1.086 0.651
C -2.654 3.305 -0.046
H -3.665 -0.319 0.757
H -0.018 -3.775 -2.348
C -4.360 1.616 0.108
H 0.112 0.224 -1.154
O 2.230 0.699 1.412
H -2.113 -2.785 -1.646
N -0.979 -1.017 0.089
H 1.507 2.142 -0.490
H 0.911 -2.181 0.915
H -1.373 -0.417 2.009
C -1.542 -2.224 0.323
C -3.972 2.927 -0.181
H 3.423 -0.156 2.897
O 2.907 -1.212 -1.310
C 2.882 -1.663 1.433
H 0.880 -1.682 -2.640
C 2.580 -0.393 2.241
C 3.367 2.640 -1.424
H 0.595 -3.821 -0.705
H -5.939 -0.207 1.318
H 2.903 3.242 -2.190
H 1.689 -0.547 2.857
F 5.151 0.382 1.511
C -0.398 -0.740 -1.200
H -7.215 0.062 0.104
C 4.742 2.480 -1.398
C -6.139 0.045 0.272
H 3.031 -2.497 2.124
C -0.012 -3.237 -1.399
O -2.048 -2.530 1.386
C 2.579 2.024 -0.475
C 4.516 1.103 0.549
H 3.782 -1.529 0.829
C -1.698 2.389 0.367
H -1.178 -0.669 -1.969
H -4.728 3.626 -0.501
H 5.365 2.949 -2.142
C -3.402 0.701 0.521
H -0.075 0.505 1.196
H -5.685 -0.712 -0.375
C 1.893 -1.635 -0.794
C 0.606 -1.840 -1.593
H -1.797 -4.145 -0.561
N 1.811 -1.965 0.515
C 3.129 1.230 0.532
*
```

Calculated values
- LUMO level (eV) = 0.67
- energy above the lowest of the compared OMol25 structures with the same formula, charge and spin (kcal per mole) = 2.25
- HOMO level (eV) = -8.65
- structure (SMILES) = COc1cccc(CN2C[C@@H](C(=O)NCCOc3ccccc3F)CCC2=O)c1
- frontier orbital gap (eV) = 9.32

---

Record 5
Molecular formula: C2H4ClNS
Method: DFT, the ωB97M-V functional and the def2-TZVPD basis

Geometry as ORCA input:
```
! RIJCOSX wB97M-V def2-TZVPD def2/J DEFGRID3
* xyz 0 1
N -0.280 -0.791 0.161
C -0.197 0.655 0.054
H -1.157 0.942 0.509
C 0.853 -1.697 0.148
H 0.440 -2.712 0.505
Cl -1.892 -1.522 0.006
H 0.475 0.998 0.846
S 2.307 -1.144 -0.157
H -0.021 1.204 -0.927
*
```

Calculated values
- LUMO level (eV) = -0.01
- energy above the lowest of the compared OMol25 structures with the same formula, charge and spin (kcal per mole) = 47.76
- HOMO level (eV) = -9.00
- structure (SMILES) = CN(Cl)C=S
- frontier orbital gap (eV) = 8.99